1.
Molecular formula: C16H24Cl3NOZr
Method: DFT, ωB97M-V with the def2-TZVPD basis set

Computed properties:
* M: 443.96 g mol⁻¹
* energy relative to the best compared isomer or geometry (same formula, charge and spin): 0.000 eV
* frontier orbital gap: 5.83 eV
* total charge: -2
* E: -59373.8217 eV

Geometry as XYZ:
```
46
C16H24Cl3NOZr | the Open Molecules 2025 dataset | ωB97M-V with the def2-TZVPD basis set
C 0.418 1.863 -1.332
C 1.465 1.934 -0.342
C 0.852 2.159 0.926
C 2.930 1.923 -0.591
C -0.563 2.229 0.741
C -0.840 2.048 -0.649
C -2.171 2.168 -1.300
C 0.604 1.707 -2.798
C 1.581 2.437 2.190
C -1.537 2.614 1.790
Zr 0.280 -0.289 -0.111
Cl 4.852 -1.517 0.745
Cl 2.216 -1.111 -1.190
Cl 1.070 -0.619 2.250
H 3.168 1.481 -1.557
H 3.447 1.308 0.151
H 3.379 2.920 -0.565
H 2.476 1.818 2.269
H 0.964 2.207 3.059
H 1.894 3.483 2.275
H -1.320 2.112 2.737
H -2.561 2.364 1.507
H -1.523 3.691 2.002
H -2.965 1.806 -0.642
H -2.221 1.572 -2.214
H -2.436 3.199 -1.570
H 1.436 1.033 -3.018
H 0.814 2.651 -3.317
H -0.282 1.267 -3.261
O -1.138 -0.644 -1.448
H -1.981 -1.165 -1.306
C -2.043 -1.631 2.423
C -1.410 -2.659 1.570
C -1.584 -4.064 1.685
C -0.868 -4.659 0.615
C -0.298 -3.605 -0.136
C 0.418 -3.781 -1.409
N -0.594 -2.421 0.494
H -1.823 -0.597 2.142
H -1.707 -1.757 3.456
H -3.131 -1.754 2.404
H -2.167 -4.531 2.460
H -0.724 -5.696 0.330
H 1.393 -4.236 -1.230
H -0.158 -4.473 -2.028
H 0.580 -2.858 -1.961
```

2.
Molecular formula: C16H24ClIMnN6O3S
Method: DFT, ωB97M-V with the def2-TZVPD basis set

Computed properties:
* <S²>: 8.776
* M: 597.77 g mol⁻¹
* energy relative to the best compared isomer or geometry (same formula, charge and spin): 0.000 eV
* frontier orbital gap (spin up / spin down): 3.77 / 4.47 eV
* E: -94844.4805 eV
* spin multiplicity: 6

Geometry as XYZ:
```
53
C16H24ClIMnN6O3S | the Open Molecules 2025 dataset | ωB97M-V with the def2-TZVPD basis set
Mn 0.576 -0.065 -1.013
N -0.390 -0.809 0.699
C 0.273 -0.209 1.851
C -0.179 -0.902 3.217
C -1.323 -0.225 3.906
C -0.995 0.675 5.096
N -0.391 1.966 4.812
C 0.910 1.968 4.441
N 1.864 1.214 4.993
N 1.275 2.869 3.533
C 1.797 -0.209 1.581
O 2.566 0.013 2.538
O 2.155 -0.156 0.331
H -1.404 -0.584 0.763
H -0.436 -1.843 0.753
H -0.093 0.820 1.874
H 0.693 -1.008 3.804
H -0.462 -1.949 2.984
H -2.010 -0.994 4.257
H -1.915 0.407 3.171
H -0.364 0.178 5.833
H -1.951 0.820 5.669
H -0.972 2.632 4.334
H 1.652 0.776 5.874
H 2.486 0.692 4.352
H 0.607 3.385 3.025
H 2.249 2.950 3.177
N -1.616 -1.660 -3.015
C -0.841 -2.506 -2.191
O 0.259 -2.108 -1.772
C -1.341 -3.867 -1.931
I -2.846 -3.618 -0.100
H -1.453 -0.693 -2.771
H -2.624 -1.911 -2.883
H -0.527 -4.466 -1.496
H -1.789 -4.374 -2.744
Cl 3.217 -1.027 -4.648
C 1.653 -0.319 -4.962
C 0.977 -0.661 -6.134
C -0.168 0.089 -6.496
C -0.717 1.043 -5.665
C -0.225 1.213 -4.403
C 0.985 0.533 -4.050
C 1.562 0.734 -2.718
H 1.395 -1.489 -6.745
H -0.494 -0.007 -7.516
H -1.520 1.698 -6.038
H -0.793 1.819 -3.682
H 1.539 1.691 -2.187
H 2.514 0.146 -2.608
S -1.608 3.111 1.544
C -1.104 2.395 0.156
N -0.655 1.826 -0.801
```

3.
Molecular formula: C16H24F12O8Sr
Method: DFT, ωB97M-V with the def2-TZVPD basis set

Computed properties:
* M: 659.96 g mol⁻¹
* energy relative to the best compared isomer or geometry (same formula, charge and spin): 3.744 eV
* frontier orbital gap: 7.14 eV
* total charge: -2
* E: -66808.4461 eV

Geometry as XYZ:
```
61
C16H24F12O8Sr | the Open Molecules 2025 dataset | ωB97M-V with the def2-TZVPD basis set
Sr 12.975 0.514 -15.611
C 11.601 0.789 -19.089
O 11.057 2.057 -18.772
O 12.711 0.570 -18.135
C 10.518 -0.354 -19.257
F 10.302 -0.593 -20.571
F 10.905 -1.560 -18.822
F 9.410 -0.213 -18.564
C 9.979 2.445 -19.634
C 9.741 3.971 -19.558
H 9.766 4.271 -18.510
H 10.589 4.514 -19.975
H 8.878 4.428 -20.042
H 9.093 1.952 -19.236
H 10.052 2.276 -20.708
H 12.116 0.910 -20.042
C 9.816 0.175 -14.626
O 10.374 1.365 -15.243
O 10.904 -0.699 -14.416
C 8.967 0.533 -13.301
F 8.608 -0.481 -12.557
F 9.679 1.364 -12.509
F 7.788 1.153 -13.584
C 9.613 2.540 -15.572
C 10.541 3.673 -15.880
H 11.291 3.360 -16.607
H 10.075 4.550 -16.331
H 10.956 4.062 -14.951
H 8.970 2.796 -14.730
H 9.135 2.359 -16.535
H 9.097 -0.216 -15.346
C 15.253 -2.636 -14.474
O 16.169 -1.835 -13.647
O 14.642 -1.677 -15.267
C 15.847 -4.046 -14.980
F 15.384 -4.498 -16.178
F 17.220 -4.000 -15.195
F 15.657 -5.016 -14.112
C 16.864 -2.516 -12.570
C 17.706 -1.547 -11.713
H 18.130 -2.112 -10.882
H 18.500 -1.140 -12.338
H 16.939 -0.826 -11.431
H 17.529 -3.301 -12.932
H 16.238 -3.029 -11.840
H 14.452 -2.908 -13.787
C 14.523 2.838 -13.977
O 13.894 1.625 -13.447
O 14.454 2.639 -15.402
C 13.872 4.049 -13.178
F 13.108 4.788 -14.013
F 13.157 3.621 -12.119
F 14.833 4.864 -12.758
C 14.440 0.955 -12.286
C 13.468 -0.114 -11.840
H 13.777 -0.857 -11.104
H 12.684 0.311 -11.214
H 13.023 -0.587 -12.715
H 14.519 1.655 -11.454
H 15.450 0.602 -12.491
H 15.571 2.825 -13.678
```

4.
Molecular formula: C16H24FNO
Method: DFT, ωB97M-V with the def2-TZVPD basis set

Computed properties:
* M: 265.37 g mol⁻¹
* energy relative to the best compared isomer or geometry (same formula, charge and spin): 0.157 eV
* frontier orbital gap: 9.21 eV
* E: -23236.0464 eV

Geometry as XYZ:
```
43
C16H24FNO | the Open Molecules 2025 dataset | ωB97M-V with the def2-TZVPD basis set
F -7.816 1.085 -0.448
C -6.564 0.638 -0.194
C -6.109 -0.495 -0.835
C -4.828 -0.955 -0.578
C -4.009 -0.277 0.320
O -2.743 -0.636 0.646
C -2.164 -1.766 0.023
C -0.730 -1.924 0.526
C 0.269 -0.981 -0.143
C 0.042 0.486 0.211
C 1.117 1.406 -0.369
C 2.473 1.294 0.333
N 3.151 0.040 0.038
C 4.199 -0.304 0.983
C 5.468 0.443 0.529
C 5.264 0.611 -0.984
C 3.847 0.044 -1.239
C -4.495 0.869 0.957
C -5.769 1.330 0.705
H -6.752 -1.014 -1.530
H -4.484 -1.843 -1.084
H -2.168 -1.642 -1.068
H -2.747 -2.663 0.277
H -0.728 -1.758 1.604
H -0.422 -2.955 0.339
H 0.209 -1.103 -1.227
H 1.279 -1.255 0.164
H -0.932 0.805 -0.164
H 0.023 0.594 1.297
H 0.781 2.441 -0.273
H 1.234 1.194 -1.434
H 3.088 2.166 0.055
H 2.305 1.337 1.412
H 3.904 -0.066 2.005
H 4.362 -1.385 0.912
H 6.369 -0.118 0.768
H 5.531 1.413 1.024
H 5.317 1.660 -1.273
H 6.010 0.067 -1.560
H 3.297 0.616 -1.984
H 3.916 -0.992 -1.582
H -3.847 1.381 1.650
H -6.151 2.213 1.192
```

5.
Molecular formula: C16H24FeNO4
Method: DFT, ωB97M-V with the def2-TZVPD basis set

Computed properties:
* <S²>: 6.071
* M: 350.22 g mol⁻¹
* energy relative to the best compared isomer or geometry (same formula, charge and spin): 1.877 eV
* frontier orbital gap (spin up / spin down): 7.03 / 5.35 eV
* total charge: +1
* E: -61033.5179 eV
* spin multiplicity: 5

Geometry as XYZ:
```
46
C16H24FeNO4 | the Open Molecules 2025 dataset | ωB97M-V with the def2-TZVPD basis set
C -0.814 -2.142 -0.668
C -0.858 -1.711 0.787
N -0.198 -0.298 1.094
C 1.262 -0.448 0.712
C 1.679 -0.413 -0.762
C -0.862 0.782 0.101
C -2.274 0.501 -0.432
H -1.511 -2.986 -0.760
H -1.129 -1.397 -1.413
H 0.167 -2.564 -0.933
H -1.888 -1.701 1.178
H -0.285 -2.412 1.403
H 1.798 0.341 1.247
H 1.563 -1.410 1.135
H 2.769 -0.269 -0.738
H 1.546 -1.341 -1.331
H 1.304 0.432 -1.351
H -0.842 1.739 0.660
H -0.213 0.945 -0.780
H -2.718 1.500 -0.584
H -2.321 0.021 -1.432
H -2.902 -0.051 0.291
C -0.657 2.817 7.161
O 0.256 1.710 6.855
C 0.397 1.273 5.549
C 0.268 2.120 4.437
C -0.316 1.619 3.159
C -0.386 0.078 2.775
C 0.176 -0.636 3.939
C 0.448 -0.143 5.202
Fe 2.985 2.231 5.889
C 4.045 2.146 4.517
O 4.335 1.909 3.409
C 4.111 1.677 7.093
O 4.973 1.427 7.856
C 3.642 3.823 6.412
O 4.169 4.746 6.914
H -0.135 3.791 7.123
H -1.582 2.891 6.525
H -0.882 2.595 8.229
H 0.319 3.216 4.534
H -1.271 2.173 3.001
H 0.346 1.915 2.354
H -1.487 -0.198 2.691
H 0.233 -1.720 3.854
H 0.644 -0.886 5.995
```